A cluster of 2 separate species, C4H12 in total at a distorted geometry, computed with ωB97M-V/def2-TZVPD.

Structure (ORCA input):
```
! RIJCOSX wB97M-V def2-TZVPD def2/J DEFGRID3
* xyz 0 1
C -0.844 -2.300 -0.320
C -1.077 -1.636 -1.638
H -0.897 -1.628 0.540
H -1.557 -3.099 -0.093
H 0.146 -2.742 -0.202
H -1.380 -2.202 -2.524
H -0.274 -0.962 -1.937
H -2.001 -1.066 -1.517
C 0.391 1.702 1.391
C 1.545 2.218 0.556
H 0.268 2.241 2.340
H -0.575 2.009 0.989
H 0.487 0.641 1.556
H 1.338 3.254 0.250
H 1.842 1.637 -0.306
H 2.422 2.412 1.182
*
```

Results
F_max in hartree/bohr: 0.03737
Kohn-Sham gap in eV: 12.52
Relative energy (zero: lowest compared OMol25 entry of this formula, charge and spin) in kJ/mol: 43.59
SMILES string: CC.CC